Arrangement a

Below is 4 unconnected molecules or ions with the total composition C3H15NO3, with properties calculated with the ωB97M-V functional and the def2-TZVPD basis.

Calculated values
HOMO level (eV): -9.23
SMILES: CN(C)C.O.O.O
LUMO energy (eV): 0.6371

CARTESIAN COORDINATES (ANGSTROEM)
C  -0.441  -1.095  -0.831
N  -1.439  -0.124  -0.288
C  -2.698  -0.338  -0.961
C  -0.950  1.218  -0.624
H  -0.778  -2.110  -0.627
H  -0.432  -0.913  -1.914
H  0.506  -0.913  -0.330
H  -3.433  0.391  -0.625
H  -3.084  -1.342  -0.781
H  -2.616  -0.252  -2.063
H  -1.519  1.959  -0.071
H  0.117  1.350  -0.490
H  -1.167  1.411  -1.688
O  3.686  -0.633  -1.076
H  3.596  -0.935  -0.198
H  3.757  0.333  -1.102
O  -0.057  0.205  2.283
H  -0.118  -0.271  3.129
H  -0.577  -0.360  1.692
O  2.734  0.578  2.444
H  1.800  0.526  2.175
H  3.112  1.314  1.946

Arrangement b

Below is a molecular structure, C3H15NO3, with properties calculated with the ωB97M-V functional and the def2-TZVPD basis.

Calculated values
HOMO level (eV): -9.03
LUMO energy (eV): -4.9556

CARTESIAN COORDINATES (ANGSTROEM)
C  -0.254  -1.499  -0.045
C  -0.275  -0.960  1.396
N  -1.026  0.276  1.534
C  -0.315  1.402  0.905
H  -0.050  -0.665  -0.715
H  0.541  -2.251  -0.241
H  -1.249  -1.899  -0.302
H  -0.630  -1.710  2.079
H  0.800  -0.770  1.673
H  -1.874  0.150  0.953
H  -0.454  1.376  -0.193
H  0.790  1.341  1.139
H  -0.746  2.387  1.249
H  -0.891  1.061  -3.057
H  2.492  1.148  -1.804
O  1.730  0.945  -1.211
H  -3.428  0.257  -0.469
H  3.395  -0.698  0.637
O  -2.505  0.130  -0.531
H  2.103  0.253  -0.500
H  -0.569  0.291  -3.042
O  2.415  -0.565  0.542

Bottom line: arrangement a, by a margin of 0.3195 hartree.

Arrangement a

Below is 4 unconnected molecules or ions with the total composition C3H15NO3, with properties calculated with the ωB97M-V functional and the def2-TZVPD basis.

Calculated values
HOMO level (eV): -8.83
SMILES: CN(C)C.O.O.O
LUMO energy (eV): 0.7727

CARTESIAN COORDINATES (ANGSTROEM)
C  -1.519  -1.080  -0.501
N  -0.873  -0.360  0.727
C  -0.751  -1.391  1.853
C  -1.554  0.846  1.218
H  -0.749  -1.676  -1.047
H  -2.319  -1.801  -0.119
H  -1.835  -0.379  -1.193
H  -0.443  -0.776  2.741
H  -0.168  -2.358  1.696
H  -1.825  -1.709  2.031
H  -1.026  1.437  1.978
H  -1.752  1.531  0.394
H  -2.501  0.661  1.656
O  -0.323  1.380  -2.024
H  -0.238  2.366  -2.007
H  0.574  1.113  -1.906
O  1.991  -0.650  0.630
H  2.109  -0.487  1.663
H  1.018  -0.626  0.612
O  2.389  0.944  -1.609
H  2.512  0.485  -0.793
H  3.239  1.097  -2.196

Arrangement b

Below is 4 unconnected molecules or ions with the total composition C3H15NO3, with properties calculated with the ωB97M-V functional and the def2-TZVPD basis.

Calculated values
HOMO level (eV): -8.96
SMILES: CN(C)C.O.O.O
LUMO energy (eV): 0.5614

CARTESIAN COORDINATES (ANGSTROEM)
C  -2.313  0.407  -0.779
N  -1.030  0.992  -0.480
C  -0.192  0.564  -1.680
C  -1.180  2.480  -0.454
H  -2.238  -0.655  -0.977
H  -2.814  0.704  -1.752
H  -3.043  0.451  -0.003
H  0.827  1.006  -1.526
H  -0.083  -0.474  -1.761
H  -0.698  1.081  -2.606
H  -0.142  2.967  -0.442
H  -1.925  2.759  0.160
H  -1.359  3.015  -1.418
O  3.684  -1.325  5.779
H  3.578  -1.312  4.758
H  3.425  -0.429  6.115
O  0.406  -2.289  0.703
H  0.513  -1.324  0.694
H  -0.284  -2.383  1.368
O  1.669  -1.645  -2.002
H  1.610  -2.468  -2.535
H  1.589  -2.124  -1.163

Bottom line: arrangement a, by a margin of 0.0245 hartree.

Arrangement a

Below is a molecular structure, C22H37ClP2Pd, with properties calculated with the ωB97M-V functional and the def2-TZVPD basis.

Calculated values
Spin multiplicity: 5
HOMO level (spin up / spin down) (eV): -11.29 / -12.40
Total charge: +2
<S²>: 6.052
LUMO energy (spin up / spin down) (eV): -8.3912 / -10.3751

CARTESIAN COORDINATES (ANGSTROEM)
P  -0.123  -1.119  -2.289
P  1.612  2.407  -1.016
C  0.258  0.574  -2.854
C  1.608  1.065  -2.243
H  -0.631  1.175  -2.606
H  0.336  0.578  -3.955
H  2.108  0.245  -1.696
H  2.262  1.355  -3.066
C  -0.030  3.142  -1.248
H  -0.246  3.787  -0.388
H  -0.762  2.313  -1.232
H  -0.013  3.678  -2.201
C  2.864  3.653  -1.330
H  2.602  4.183  -2.268
H  3.850  3.173  -1.472
H  2.919  4.376  -0.488
C  -1.158  -1.875  -3.738
H  -1.334  -2.945  -3.554
H  -0.560  -1.792  -4.657
H  -2.133  -1.420  -3.960
C  1.317  -2.025  -3.005
H  2.191  -1.841  -2.371
H  1.467  -1.654  -4.022
H  1.102  -3.098  -3.043
Pd  1.623  1.703  0.834
C  -2.634  -0.574  -0.466
C  -2.859  -1.250  -1.610
C  -3.356  -2.664  -1.656
C  -2.682  -3.536  -0.577
C  -1.250  -3.751  -0.799
C  -0.299  -2.766  -0.776
C  -0.322  -1.631  0.332
C  -1.622  -0.787  0.606
C  2.496  0.102  1.839
H  -3.369  0.236  -0.217
H  -3.019  -0.664  -2.516
H  -3.195  -3.095  -2.652
H  -4.456  -2.643  -1.493
H  -2.896  -3.062  0.393
H  -3.138  -4.535  -0.558
H  -0.918  -4.796  -0.862
H  0.768  -3.035  -0.909
H  0.455  -0.847  0.146
H  -0.035  -2.090  1.303
H  -2.087  -1.200  1.533
H  -1.266  0.216  0.941
H  3.208  0.471  2.590
H  2.956  -0.510  1.064
H  1.650  -0.384  2.335
Cl  2.512  3.490  3.472
C  1.495  2.292  4.143
C  1.776  1.791  5.428
C  0.812  1.008  6.087
C  -0.362  0.647  5.406
C  -0.547  0.996  4.068
C  0.349  1.872  3.435
C  0.088  2.323  2.059
H  2.717  2.032  5.900
H  0.975  0.721  7.121
H  -1.137  0.054  5.898
H  -1.426  0.668  3.512
H  -0.782  1.886  1.557
H  0.273  3.375  1.789

Arrangement b

Below is a molecular structure, C22H37ClP2Pd, with properties calculated with the ωB97M-V functional and the def2-TZVPD basis.

Calculated values
Spin multiplicity: 5
HOMO level (spin up / spin down) (eV): -13.14 / -14.32
Total charge: +2
<S²>: 6.321
LUMO energy (spin up / spin down) (eV): -7.6966 / -8.6079

CARTESIAN COORDINATES (ANGSTROEM)
P  0.507  2.915  -0.393
P  0.016  -0.577  -2.207
C  0.469  2.439  -2.167
C  -0.393  1.230  -2.577
H  1.505  2.334  -2.526
H  0.059  3.301  -2.728
H  -1.446  1.380  -2.297
H  -0.375  1.207  -3.681
C  1.629  -0.660  -3.074
H  1.912  -1.707  -3.204
H  2.442  -0.137  -2.556
H  1.505  -0.204  -4.069
C  -1.139  -1.296  -3.426
H  -0.700  -0.894  -4.348
H  -2.158  -0.960  -3.324
H  -1.085  -2.401  -3.473
C  1.688  4.390  0.003
H  1.434  4.748  1.014
H  1.594  5.246  -0.685
H  2.763  4.122  0.021
C  -0.744  4.438  -0.725
H  -1.682  4.074  -1.170
H  -0.286  5.193  -1.392
H  -0.972  4.927  0.238
Pd  -0.922  -2.013  -1.043
C  1.582  0.625  0.262
C  2.096  1.935  0.306
C  2.586  1.984  1.755
C  1.422  2.138  2.763
C  0.220  2.791  2.292
C  -0.533  2.488  1.102
C  -0.912  1.062  0.747
C  0.332  0.173  0.887
C  -2.435  -1.783  0.243
H  2.185  -0.179  -0.183
H  2.866  2.121  -0.449
H  3.349  2.751  1.868
H  3.104  1.028  1.945
H  1.184  1.135  3.151
H  1.846  2.702  3.614
H  -0.216  3.503  2.999
H  -1.419  3.123  1.094
H  -1.337  1.005  -0.267
H  -1.707  0.740  1.429
H  0.455  -0.021  1.962
H  0.047  -0.829  0.513
H  -3.023  -2.703  0.156
H  -2.917  -0.909  -0.214
H  -2.081  -1.593  1.259
Cl  -2.013  -4.824  -1.162
C  -1.513  -4.899  0.482
C  -2.367  -5.485  1.437
C  -2.122  -5.248  2.795
C  -0.896  -4.682  3.193
C  0.052  -4.333  2.243
C  -0.315  -4.257  0.873
C  0.468  -3.475  -0.091
H  -3.174  -6.133  1.089
H  -2.899  -5.464  3.526
H  -0.667  -4.571  4.257
H  1.055  -3.991  2.517
H  1.319  -2.993  0.394
H  0.756  -4.028  -1.000

Bottom line: arrangement b, by a margin of 0.0304 hartree.

Arrangement a

Below is a molecular structure, C4H7N3O, with properties calculated with the ωB97M-V functional and the def2-TZVPD basis.

Calculated values
HOMO level (eV): -8.97
LUMO energy (eV): -0.7823

CARTESIAN COORDINATES (ANGSTROEM)
C  2.785  0.067  1.504
C  0.935  0.775  0.434
C  -0.969  0.357  -0.711
C  -1.130  -0.886  0.057
H  2.133  0.939  2.369
H  4.023  0.891  1.110
H  3.352  -0.950  2.166
H  1.183  1.404  1.538
H  -2.196  -0.307  -1.711
H  -1.841  1.237  -2.359
H  -0.510  -0.631  0.903
N  1.630  -0.339  0.544
N  -0.099  1.265  -0.253
N  -1.799  0.554  -1.660
O  -1.751  -1.852  -0.266

Arrangement b

Below is C4H7N3O in the gas phase, with properties calculated with the ωB97M-V functional and the def2-TZVPD basis.

Calculated values
HOMO level (eV): -8.83
SMILES: C1=NOC[C@@H]2CN2N1
LUMO energy (eV): 1.0304

CARTESIAN COORDINATES (ANGSTROEM)
C  -1.574  -1.155  0.116
N  -2.204  -0.115  -0.038
O  -1.705  1.240  -0.217
C  -0.230  1.647  -0.011
C  0.497  0.452  0.503
C  1.900  0.030  -0.063
N  0.569  -0.456  -0.579
N  -0.196  -1.551  0.004
H  -2.055  -2.133  0.133
H  -0.305  2.623  0.431
H  0.072  1.617  -1.025
H  0.504  -0.012  1.652
H  2.443  0.640  -0.788
H  2.453  -0.575  0.546
H  -0.169  -2.252  -0.664

Bottom line: arrangement b, by a margin of 0.0120 hartree.

Arrangement a

Below is a molecular structure, C4H7N3O, with properties calculated with the ωB97M-V functional and the def2-TZVPD basis.

Calculated values
HOMO level (eV): -8.85
LUMO energy (eV): 0.6510

CARTESIAN COORDINATES (ANGSTROEM)
C  -2.003  -1.553  0.607
C  -0.455  0.176  0.080
C  1.551  1.670  -0.078
C  2.075  0.475  -1.005
H  -1.275  -2.196  1.302
H  -2.979  -1.875  0.919
H  -2.146  -1.918  -0.504
H  -1.829  0.359  1.257
H  2.155  1.752  0.959
H  1.740  2.890  -0.807
H  3.059  0.658  -1.645
N  -1.584  -0.274  0.590
N  -0.037  1.357  0.217
N  1.567  -0.751  -1.095
O  0.160  -0.768  -0.800

Arrangement b

Below is C4H7N3O in the gas phase, with properties calculated with the ωB97M-V functional and the def2-TZVPD basis.

Calculated values
HOMO level (eV): -9.07
SMILES: [H]/N=C(\N=C/N)C(C)=O
LUMO energy (eV): -0.1538

CARTESIAN COORDINATES (ANGSTROEM)
H  1.826  -1.601  1.209
N  0.923  -1.239  1.351
C  0.462  -0.494  0.364
N  1.590  -0.185  -0.687
C  1.355  0.289  -1.983
N  -0.045  0.458  -2.399
C  -1.007  -0.102  0.616
C  -1.035  0.220  2.177
O  -1.914  0.284  -0.110
H  2.140  0.395  -2.731
H  -1.014  0.676  -1.875
H  -0.181  0.243  -3.473
H  -0.553  -0.660  2.844
H  -1.950  0.600  2.292
H  -0.597  1.115  2.404

Bottom line: arrangement b, by a margin of 0.0635 hartree.